# 1
Formula: C55H135ClN15O19
Source: the Open Molecules 2025 dataset
Level of theory: ωB97M-V/def2-TZVPD

Cartesian coordinates (Å):
Cl: 0.40 -0.51 -0.73
O: 6.06 -0.67 1.12
O: -4.93 2.55 2.98
O: -2.47 -5.44 -6.32
O: 3.10 -3.20 -7.38
O: 3.12 5.83 2.82
O: 6.29 1.12 -3.58
O: -0.30 0.46 -1.48
O: -0.35 -1.65 -0.42
O: 2.07 -4.21 -1.36
O: -1.49 5.68 6.82
O: 2.34 -6.41 -2.59
O: -1.10 -7.48 6.26
O: -2.78 -1.41 4.42
O: 0.79 0.06 0.54
O: 1.52 -0.86 -1.49
O: 1.08 2.90 -7.28
O: 1.94 0.30 3.91
O: -5.21 -2.96 -2.29
O: -3.64 3.31 0.47
N: -2.46 -4.97 -4.95
N: -5.34 -0.75 -2.36
N: -0.81 -6.47 5.33
N: -1.63 -1.23 2.45
N: 6.70 0.81 -0.45
N: 1.02 3.33 -5.90
N: -2.21 1.61 0.81
N: 4.83 2.33 -4.94
N: -2.88 2.21 -1.40
N: -1.75 4.26 6.67
N: -0.52 -1.31 4.48
N: -3.72 -1.67 -1.18
N: 4.01 0.73 -3.38
N: 3.54 5.77 1.43
N: 4.42 0.21 -0.15
C: 5.72 0.04 0.22
C: -2.04 -5.47 -2.61
C: -2.01 -5.63 5.13
C: -0.02 -6.10 3.05
C: -1.21 -4.23 -2.48
C: -2.23 -4.85 6.47
C: -1.44 2.85 -5.61
C: 0.29 1.08 -5.18
C: -1.74 -1.27 3.84
C: -1.76 2.38 5.17
C: 2.25 5.36 -6.56
C: 2.96 -5.70 -3.66
C: -0.41 -3.59 -5.48
C: -3.01 3.85 7.38
C: -4.30 4.43 6.94
C: -2.07 -6.07 -3.99
C: 3.55 4.39 0.92
C: 0.38 3.01 -3.66
C: -2.49 4.58 4.23
C: -3.03 1.82 5.82
C: -3.23 -6.51 4.82
C: 4.57 3.59 1.81
C: -2.90 2.44 -0.06
C: 0.97 4.85 -5.85
C: 0.99 5.30 -4.38
C: 2.18 3.76 1.03
C: -1.79 -3.18 -3.41
C: 4.05 4.46 -0.55
C: 1.28 -7.55 4.75
C: 2.95 6.89 0.64
C: -1.71 -4.61 4.01
C: -0.84 -8.50 3.68
C: -3.06 2.35 7.31
C: 3.31 -0.06 3.52
C: -2.88 -2.71 -5.66
C: -1.83 -3.56 -4.90
C: -1.24 -5.28 2.74
C: 1.47 6.83 0.41
C: 5.17 1.38 -3.94
C: 3.48 5.52 -1.39
C: -2.75 4.06 8.86
C: 3.08 -2.64 -6.06
C: -3.21 -7.09 -4.17
C: 3.37 8.11 1.46
C: 3.08 -4.14 -0.34
C: 0.07 4.49 -3.46
C: -0.68 -6.68 -4.35
C: -5.44 1.28 2.67
C: -4.72 -1.88 -1.97
C: -0.11 4.20 4.96
C: 3.73 6.84 -0.68
C: -1.56 3.90 5.25
C: -0.24 5.39 -6.65
C: -0.08 -7.20 4.20
C: 0.00 2.61 -5.07
H: 5.45 4.20 1.82
H: 1.85 -5.81 -1.98
H: -3.06 -5.33 -2.31
H: -3.63 3.75 9.46
H: -2.50 1.62 1.77
H: 4.01 3.49 -0.96
H: -1.98 3.73 -5.30
H: 0.13 3.70 4.03
H: -1.32 -4.34 6.74
H: 2.81 8.25 2.35
H: -2.59 -3.91 3.89
H: -2.63 -1.67 -5.41
H: 3.99 -2.86 -5.49
H: 6.89 0.85 -1.42
H: 4.14 1.05 -0.64
H: -2.48 -5.53 7.28
H: -4.11 -5.87 5.03
H: 1.83 -6.64 5.01
H: 0.36 -1.14 4.02
H: 3.15 -4.68 -3.34
H: 4.28 3.58 2.89
H: 1.36 4.28 0.57
H: -1.52 2.05 4.12
H: -2.81 -2.96 -3.11
H: 1.97 5.05 -3.99
H: -3.16 -2.40 -0.80
H: 0.47 3.77 5.77
H: 1.12 -8.20 5.64
H: 3.96 5.39 -2.41
H: -3.13 -7.63 -5.12
H: 7.55 0.56 0.09
H: -5.30 -0.04 -1.66
H: -3.16 -7.41 5.39
H: -2.23 1.72 -1.97
H: 4.23 0.03 -2.67
H: -0.02 5.30 4.93
H: 4.42 7.95 1.65
H: -3.04 0.73 5.83
H: 3.76 0.04 4.51
H: 0.79 -5.47 3.31
H: 3.77 -0.26 0.43
H: -1.22 -3.89 -1.44
H: -5.73 0.73 3.58
H: -3.87 -2.90 -5.29
H: -2.09 2.08 -5.09
H: -0.41 -1.13 5.46
H: -4.21 -6.67 -4.12
H: 1.45 0.42 3.08
H: 5.53 3.06 -5.16
H: -0.91 2.01 5.77
H: 3.59 -3.18 -0.50
H: -0.17 6.48 -6.77
H: -0.80 -1.38 1.91
H: -1.20 -2.25 -3.30
H: 3.22 9.01 0.81
H: 0.82 6.38 -4.38
H: -3.87 2.16 5.16
H: -3.54 4.15 4.22
H: -0.53 -7.02 -5.40
H: -2.51 5.67 4.31
H: -3.02 -4.05 6.34
H: 1.87 -8.13 4.04
H: 0.88 6.60 1.33
H: 1.41 -3.57 -1.13
H: 0.23 -4.25 -4.92
H: -0.19 -9.07 3.05
H: 1.99 3.68 2.13
H: 2.24 6.45 -6.55
H: -0.18 -4.36 -2.75
H: -2.64 -2.73 -6.72
H: 3.40 -1.09 3.16
H: 2.40 5.39 -1.59
H: 0.33 -6.58 2.09
H: 1.22 6.10 -0.31
H: 3.09 5.07 -5.95
H: 4.91 2.63 1.40
H: -1.54 0.89 0.48
H: -1.42 2.67 -6.68
H: -1.66 -6.27 -1.97
H: 4.74 7.12 -0.45
H: 3.06 0.73 -3.74
H: -1.93 3.43 9.24
H: -4.70 3.03 2.15
H: -3.33 -0.73 -1.19
H: 0.17 -6.07 -4.01
H: -0.60 -7.62 -3.74
H: 1.44 2.87 -3.50
H: -1.31 -9.11 4.46
H: -1.55 -5.44 -6.70
H: -0.98 4.66 -3.72
H: 2.63 -4.28 0.65
H: 3.76 -4.99 -0.43
H: 2.05 2.75 0.57
H: -0.45 -3.84 -6.56
H: -2.45 -1.49 1.93
H: -4.68 4.30 5.93
H: -4.86 0.70 2.03
H: -0.20 4.87 -7.63
H: 3.67 0.59 2.77
H: -1.95 4.44 3.29
H: -1.67 -8.08 3.06
H: -2.47 5.09 9.13
H: -1.18 5.15 -6.12
H: -5.11 4.06 7.62
H: 2.40 -5.64 -4.60
H: -3.98 1.98 7.77
H: 3.87 2.50 -5.07
H: -1.99 -5.94 2.24
H: 1.33 0.92 -4.88
H: 2.46 5.01 -7.59
H: -6.37 1.43 2.04
H: 0.06 -2.62 -5.47
H: -3.05 -7.75 -3.32
H: 3.72 -2.69 -7.93
H: 2.23 5.41 2.85
H: 0.21 0.67 -6.20
H: 1.04 7.74 0.05
H: 0.18 2.92 -7.65
H: 3.90 -6.21 -3.97
H: -4.46 5.51 7.14
H: 2.26 -3.08 -5.51
H: -6.30 -0.97 -2.76
H: -0.78 -7.11 7.06
H: 5.15 4.64 -0.53
H: -0.31 0.43 -4.54
H: -2.19 1.97 7.80
H: 0.16 4.75 -2.41
H: -0.87 -4.61 1.96
H: 3.03 -1.52 -6.08
H: -0.87 -3.98 4.34
H: -0.07 2.38 -2.95
H: -2.18 6.13 6.27
H: -3.49 2.84 -1.93
H: 3.29 7.68 -1.23
H: -3.33 -6.84 3.80

Properties
HOMO-LUMO gap   8.102 eV
Charge   -1
Total energy   -4887.38947 a.u.

Löwdin atomic charge list, values in e, 5 entries: number 1, Cl, carries 0.5633; number 2, O, carries 0.0397; number 3, O, carries -0.1601; number 4, O, carries -0.0632; number 5, O, carries -0.1338



# 2
Formula: H14Si7
Source: the Open Molecules 2025 dataset
Level of theory: ωB97M-V/def2-TZVPD

Cartesian coordinates (Å):
Si: -1.63 -1.97 -0.18
Si: 2.45 -2.35 0.27
Si: 0.50 0.99 0.70
Si: -2.96 0.06 -0.44
Si: -1.93 1.67 0.85
Si: 1.89 2.45 -0.51
Si: 0.58 -1.14 -0.29
H: -4.42 0.07 -0.69
H: -2.67 0.73 -1.89
H: -2.16 1.51 2.30
H: -1.54 -1.96 1.26
H: 0.74 -0.76 -1.65
H: 2.10 -3.73 0.90
H: 2.99 -1.46 1.21
H: 3.64 -2.85 -0.55
H: -2.37 3.02 0.16
H: 1.09 3.34 -1.32
H: 0.84 0.82 2.03
H: 2.89 3.24 0.18
H: 2.38 1.27 -1.43
H: -2.39 -2.96 -0.90

Properties
Structure (SMILES)   [SiH3][Si@H]1[SiH2][SiH2][SiH2][Si@@H]1[SiH3]
HOMO-LUMO gap   9.030 eV
Relative energy (zero: lowest compared OMol25 entry of this formula, charge and spin)   17.4 kcal/mol
Total energy   -2034.66563 a.u.

Löwdin atomic charge list, values in e, 5 entries: number 1, Si, carries 0.2991; number 2, Si, carries 0.4009; number 3, Si, carries 0.1242; number 4, Si, carries 0.2046; number 5, Si, carries 0.2454



# 3
Formula: C9H12N16O3RuSbSe4
Source: the Open Molecules 2025 dataset
Level of theory: ωB97M-V/def2-TZVPD

Cartesian coordinates (Å):
Sb: 2.31 -4.48 0.07
Ru: 0.11 -1.76 -0.31
Se: 3.54 -6.15 -1.15
Se: -0.16 -4.18 -0.44
Se: 2.42 -4.60 2.52
Se: 2.53 -2.13 -0.78
O: 3.39 1.45 2.17
O: -1.32 5.56 0.19
O: 2.53 1.61 0.22
N: 0.79 -1.50 2.87
N: -1.46 -1.16 -4.15
N: -2.62 -1.66 1.25
N: -2.74 -1.43 -2.19
N: 2.25 -0.08 3.86
N: -0.31 -1.57 -2.32
N: -1.99 -1.66 0.05
N: -3.88 -1.49 1.06
N: -0.60 0.67 -0.64
N: 0.16 -2.23 1.84
N: 2.56 1.10 1.31
N: 0.23 5.58 -1.45
N: -4.14 -1.39 -0.26
N: -0.14 -1.18 -4.42
N: 0.55 -1.42 -3.36
N: 1.60 0.16 1.55
C: -1.19 2.73 0.39
C: 1.58 -0.44 2.73
C: -1.15 1.35 0.36
C: -1.53 -1.40 -2.85
C: -0.64 3.44 -0.66
C: -0.10 2.73 -1.73
C: -0.10 1.34 -1.67
C: -0.62 4.94 -0.59
C: -2.95 -1.50 -0.84
H: 1.00 5.07 -1.84
H: 0.68 -1.89 3.79
H: -0.85 -2.24 2.03
H: 0.34 0.75 -2.47
H: -1.63 3.27 1.23
H: 0.37 6.56 -1.27
H: 0.31 3.21 -2.60
H: 2.99 0.59 3.68
H: -1.58 0.75 1.16
H: 0.55 -3.18 1.93
H: -3.55 -1.31 -2.78
H: 2.44 -0.84 4.50

Properties
Multiplicity   2
HOMO-LUMO gap (alpha / beta)   6.042 / 6.002 eV
Charge   -2
Relative energy (zero: lowest compared OMol25 entry of this formula, charge and spin)   44.6 kcal/mol
Total energy   -11392.96171 a.u.

Löwdin atomic charge list, values in e, 5 entries: number 1, Sb, carries -0.3019; number 2, Ru, carries 0.6600; number 3, Se, carries -0.2905; number 4, Se, carries 0.0605; number 5, Se, carries -0.2456



# 4
Formula: C6H8OS
Source: the Open Molecules 2025 dataset
Level of theory: ωB97M-V/def2-TZVPD

Cartesian coordinates (Å):
S: 1.34 -0.44 -1.06
O: -1.11 1.41 -0.91
C: 0.54 0.34 1.31
C: 0.49 -0.88 0.41
C: -1.92 -0.69 0.33
C: -0.83 -1.41 0.45
C: -1.94 0.81 -0.24
C: 1.79 1.07 1.08
H: -2.95 -1.05 0.61
H: 1.09 -1.59 0.85
H: -2.99 1.28 -0.03
H: 0.46 0.50 -1.41
H: -0.52 0.78 1.99
H: 2.86 0.84 0.30
H: 1.84 2.02 1.62
H: -1.10 -2.47 0.30

Properties
HOMO-LUMO gap   7.880 eV
Relative energy (zero: lowest compared OMol25 entry of this formula, charge and spin)   134.6 kcal/mol
Total energy   -706.63164 a.u.

Löwdin atomic charge list, values in e, 5 entries: number 1, S, carries 0.8114; number 2, O, carries -0.0164; number 3, C, carries -0.1925; number 4, C, carries -0.7407; number 5, C, carries -0.0629



# 5
Formula: C2H7O2
Source: the Open Molecules 2025 dataset
Level of theory: ωB97M-V/def2-TZVPD

Cartesian coordinates (Å):
O: -0.21 0.04 -1.06
O: 1.77 -1.37 -2.03
C: -0.86 1.18 1.05
C: -0.20 0.06 0.25
H: -1.90 1.11 1.05
H: -0.52 2.14 0.66
H: 0.95 -0.80 -1.76
H: 0.76 -0.13 0.63
H: -0.70 -0.94 0.75
H: 1.44 -2.31 -1.69
H: -0.54 1.02 2.13

Properties
HOMO-LUMO gap   7.409 eV
Charge   -1
Relative energy (zero: lowest compared OMol25 entry of this formula, charge and spin)   14.8 kcal/mol
Total energy   -230.86106 a.u.

Löwdin atomic charge list, values in e, 5 entries: number 1, O, carries -0.3096; number 2, O, carries -0.2273; number 3, C, carries -0.1446; number 4, C, carries -0.6232; number 5, H, carries 0.0173



# 6
Formula: C6H11NOP
Source: the Open Molecules 2025 dataset
Level of theory: ωB97M-V/def2-TZVPD

Cartesian coordinates (Å):
P: 1.74 0.71 -0.47
O: 2.29 -0.33 -1.36
N: -0.17 0.34 1.47
C: -0.08 0.36 -0.03
C: 0.32 -1.82 0.83
C: -1.76 1.17 -1.66
C: -0.87 1.42 -0.72
C: -0.37 -1.11 -0.35
C: 0.11 -0.83 1.92
H: -0.19 -2.74 1.10
H: 1.37 -2.06 0.66
H: -1.92 0.19 -2.09
H: 0.17 -1.07 2.98
H: -2.34 1.99 -2.07
H: -0.36 1.13 2.07
H: 1.74 2.02 -0.95
H: -0.66 2.45 -0.47
H: 2.37 0.78 0.79
H: 0.05 -1.31 -1.33
H: -1.45 -1.28 -0.33

Properties
Structure (SMILES)   C=C[C@]1([PH2]=O)CCC=[NH+]1
HOMO-LUMO gap   9.059 eV
Charge   +1
Relative energy (zero: lowest compared OMol25 entry of this formula, charge and spin)   0.0 kcal/mol
Total energy   -706.28609 a.u.

Löwdin atomic charge list, values in e, 5 entries: number 1, P, carries 0.7862; number 2, O, carries -0.3765; number 3, N, carries 0.1433; number 4, C, carries -0.4948; number 5, C, carries -0.0927



# 7
Formula: C2H4NP
Source: the Open Molecules 2025 dataset
Level of theory: ωB97M-V/def2-TZVPD

Cartesian coordinates (Å):
P: 2.07 0.03 0.43
N: -2.00 0.27 -0.35
C: -0.99 0.38 0.35
C: 0.80 -0.52 -0.37
H: -2.79 0.73 -0.03
H: -0.72 0.48 1.34
H: 0.44 -0.89 -1.29
H: 3.18 -0.49 -0.07

Properties
HOMO-LUMO gap   9.030 eV
Relative energy (zero: lowest compared OMol25 entry of this formula, charge and spin)   85.8 kcal/mol
Total energy   -474.53700 a.u.

Löwdin atomic charge list, values in e, 5 entries: number 1, P, carries 0.7237; number 2, N, carries 0.0771; number 3, C, carries -0.1338; number 4, C, carries -0.4728; number 5, H, carries 0.0274



# 8
Formula: H2NOP
Source: the Open Molecules 2025 dataset
Level of theory: ωB97M-V/def2-TZVPD

Cartesian coordinates (Å):
P: -1.95 -0.80 0.09
O: -2.91 0.79 -0.08
N: -0.39 -0.16 0.05
H: 0.38 -0.61 -0.37
H: -0.20 0.79 -0.02

Properties
Structure (SMILES)   NP=O
HOMO-LUMO gap (alpha / beta)   8.630 / 8.631 eV
Relative energy (zero: lowest compared OMol25 entry of this formula, charge and spin)   57.8 kcal/mol
Total energy   -472.48867 a.u.

For reference, the Löwdin charges in units of e are: number 1, P, carries 0.8873; number 2, O, carries -0.6587; number 3, N, carries -0.2539; number 4, H, carries 0.0121; number 5, H, carries 0.0132